Below is a molecular structure, C21H31BClN3O2Tl at a distorted geometry, with properties calculated with the ωB97M-V functional and the def2-TZVPD basis.

XYZ file:
```
60
Properties=species:S:1:pos:R:3:mulliken_charge:R:1
Tl -1.4474 -0.0749 0.6282 0.94
Cl -2.6772 1.3750 2.7743 -0.66
N 0.1108 2.2524 -0.0074 0.24
N -0.3326 -2.3992 0.4815 0.00
C -0.8229 2.9580 -0.5727 0.78
C -0.8157 -3.0568 -0.5244 0.87
C 1.1401 3.1948 0.4788 1.48
C 0.4548 4.5639 0.3576 -0.81
C 2.3539 3.1244 -0.4372 -1.62
C 1.5300 2.8906 1.9055 -1.84
H 2.0702 3.3869 -1.4659 0.33
H 2.7473 2.1033 -0.4307 0.31
H 3.1259 3.8201 -0.0918 0.43
H 0.6562 2.9972 2.5619 0.44
H 2.3043 3.5972 2.2171 0.47
H 1.9144 1.8705 1.9810 0.20
C 0.6831 -3.2261 1.1597 1.18
C 0.6927 -4.5072 0.3213 -0.77
C 0.2827 -3.5071 2.5975 -1.45
C 2.0237 -2.5269 1.1134 -1.47
H 2.3159 -2.3769 0.0670 0.39
H 2.7651 -3.1542 1.6231 0.42
H 1.9362 -1.5538 1.6059 0.15
H -0.6745 -4.0434 2.6131 0.41
H 0.1835 -2.5693 3.1528 0.11
H 1.0591 -4.1313 3.0566 0.42
O -0.2811 -4.2677 -0.7407 -0.43
H 0.3606 -5.4025 0.8663 0.30
H 1.6412 -4.7058 -0.1900 0.32
O -0.7128 4.2949 -0.4740 -0.46
H 1.0363 5.3418 -0.1498 0.30
H 0.0916 4.9526 1.3222 0.35
C -1.9752 2.3627 -1.3362 -1.84
C -1.8887 -2.5432 -1.4352 -1.73
C -1.4233 -1.3054 -2.1134 1.19
H -2.7617 -2.2715 -0.8159 0.25
H -2.0761 -3.2658 -2.2322 0.43
C -1.1720 -0.0705 -1.5319 -0.21
C -1.4950 1.1652 -2.0664 0.47
H -3.0609 -0.5335 0.9377 -0.33
C -0.8166 1.2189 -3.2996 1.23
C -0.4247 -0.0235 -3.7975 -1.87
C -0.5366 2.4974 -3.9277 -1.79
C -0.7325 -1.2838 -3.3207 1.07
H 0.0563 0.0029 -4.6752 0.57
C -0.3654 -2.5462 -3.9759 -1.88
H 0.1602 -2.3518 -4.8936 0.43
H -1.2363 -3.1178 -4.2619 0.37
H 0.2902 -3.1280 -3.3337 0.25
H -1.4160 3.1135 -4.0389 0.35
H -0.1691 2.3678 -4.9367 0.45
H 0.2468 3.0301 -3.3967 0.16
H -2.3068 3.0635 -2.1071 0.38
H -2.7566 2.0482 -0.6134 0.38
B 0.0122 0.0940 4.9364 0.50
C 0.0854 -0.0065 3.3808 -0.43
N 0.2335 -0.0884 2.2379 -0.22
H -0.3912 1.2213 5.1227 -0.14
H 1.0617 -0.1475 5.5241 -0.21
H -0.8558 -0.7217 5.1714 -0.14
```

## Properties
M = 608.146 u
Net charge = -1
Gap between HOMO and LUMO = 6.50 eV
HOMO level = -4.055 eV
E_LUMO = 2.442 eV

---

Below is a molecular structure, C9H23AsCuNO4 at a distorted geometry, with properties calculated with the ωB97M-V functional and the def2-TZVPD basis.

XYZ file:
```
39
Properties=species:S:1:pos:R:3:nbo_charge:R:1
Cu -0.2657 -0.5750 -0.3608 1.43
C -1.3077 -3.3818 -0.6603 -0.28
O -1.1138 -2.2524 0.1877 -0.62
C -0.8977 -2.5620 1.5675 -0.12
C -1.0264 -1.2658 2.3581 -0.11
O -0.2663 -0.2028 1.7620 -0.63
C 1.0865 -0.0338 2.2141 -0.10
C 2.1075 -0.7090 1.2997 -0.12
O 1.8410 -0.2799 -0.0358 -0.61
C 2.8358 -0.6321 -0.9916 -0.28
H -2.1740 -3.9614 -0.3183 0.24
H -1.5059 -3.0201 -1.6686 0.22
H -0.4375 -4.0468 -0.6521 0.22
H -1.6466 -3.2795 1.9218 0.26
H 0.0969 -3.0180 1.6842 0.21
H -2.0675 -0.9251 2.3334 0.23
H -0.7295 -1.4240 3.3986 0.25
H 1.2637 1.0469 2.2074 0.21
H 1.1961 -0.4022 3.2361 0.24
H 3.1169 -0.3935 1.5928 0.25
H 2.0772 -1.8037 1.3611 0.20
H 3.7259 -0.0164 -0.8210 0.23
H 3.1125 -1.6895 -0.9335 0.22
H 2.4496 -0.3816 -1.9803 0.21
C -2.3024 2.4699 0.2455 -0.97
As -0.9131 2.7703 -1.0685 1.64
C -1.6784 3.2886 -2.7671 -0.95
C 0.6590 3.8323 -0.6397 -0.93
H -2.7680 3.4407 0.4669 0.32
H -1.9268 2.0391 1.1771 0.29
H -3.0696 1.8301 -0.2035 0.29
H -2.1682 4.2594 -2.6016 0.31
H -2.4379 2.5745 -3.1004 0.29
H -0.9062 3.4106 -3.5352 0.30
H 0.3789 4.8823 -0.7970 0.32
H 1.4718 3.5898 -1.3368 0.30
H 0.9906 3.6948 0.3923 0.29
O 0.6894 0.9770 -2.2902 -0.07
N -0.1951 0.9566 -1.4771 -0.21
```

## Properties
M = 347.754 u
2S+1 = 2
<S²> = 0.8618
Net charge = +3
Relative energy (zero: lowest compared OMol25 entry of this formula, charge and spin) = 0.0 kJ/mol
Gap between HOMO and LUMO (alpha / beta) = 7.75 / 6.67 eV
HOMO level (alpha / beta) = -21.035 / -20.901 eV
E_LUMO (alpha / beta) = -13.286 / -14.231 eV

---

Below is 5 unconnected molecules or ions with the total composition C5H15N5O10 at a distorted geometry, with properties calculated with the ωB97M-V functional and the def2-TZVPD basis.

XYZ file:
```
35
Properties=species:S:1:pos:R:3:nbo_charge:R:1
C -1.0192 -0.1467 3.6038 -0.49
N -1.9509 -0.9986 2.8356 0.56
O -2.3546 -0.5709 1.7889 -0.42
O -2.2516 -2.1004 3.2605 -0.38
H -1.5217 0.7302 4.0120 0.23
H -0.2753 0.2944 2.9404 0.24
H -0.5688 -0.7960 4.3545 0.25
C -0.6517 0.7115 0.8856 -0.49
N 0.1103 1.4188 -0.1740 0.54
O 1.0873 2.0591 0.1166 -0.34
O -0.2825 1.2844 -1.3413 -0.42
H -0.9212 1.4682 1.6225 0.24
H -0.0410 -0.1062 1.2681 0.23
H -1.5793 0.3590 0.4346 0.27
C -0.9573 -1.0923 -1.7573 -0.47
N 0.0526 -0.3999 -2.6238 0.55
O 1.2436 -0.6526 -2.4229 -0.42
O -0.3660 0.4139 -3.3921 -0.34
H -0.3063 -1.6670 -1.0985 0.22
H -1.5451 -1.7588 -2.3885 0.24
H -1.5936 -0.3326 -1.3033 0.25
C 1.6396 -2.4820 1.5787 -0.48
N 0.6017 -1.6270 2.2129 0.53
O 0.9317 -1.0095 3.2217 -0.38
O -0.4853 -1.6505 1.7056 -0.36
H 1.0874 -3.2503 1.0375 0.24
H 2.3996 -2.8430 2.2717 0.25
H 2.0350 -1.8503 0.7833 0.25
C 1.3342 2.1841 -2.7476 -0.55
N 0.8073 2.5862 -4.0766 0.54
O -0.3131 3.0845 -4.1185 -0.41
O 1.5999 2.5170 -5.0015 -0.40
H 0.4293 2.2278 -2.1415 0.26
H 2.1169 2.8747 -2.4338 0.22
H 1.5079 1.1209 -2.9135 0.24
```

## Properties
Structure (SMILES) = C[N+](=O)[O-].C[N+](=O)[O-].C[N+](=O)[O-].C[N+](=O)[O-].C[N+](=O)[O-]
M = 305.200 u
Relative energy (zero: lowest compared OMol25 entry of this formula, charge and spin) = 714.3 kJ/mol
Gap between HOMO and LUMO = 7.96 eV
HOMO level = -9.363 eV
E_LUMO = -1.405 eV

---

Below is a molecular structure, C32H26BaClN11O2 at a distorted geometry, with properties calculated with the ωB97M-V functional and the def2-TZVPD basis.

XYZ file:
```
73
Properties=species:S:1:pos:R:3:mulliken_charge:R:1
Ba 1.5567 2.0474 0.4167 1.74
O -0.1086 5.0370 3.4740 -0.77
C 0.2541 4.3659 2.5023 -0.04
N 1.1989 3.4310 2.4413 -0.20
C 1.8634 3.1280 3.6980 -1.20
C 2.2108 1.6541 3.8114 1.05
C 1.7629 0.9068 4.8965 -0.57
C 2.1288 -0.4240 5.0015 -0.46
C 2.9290 -0.9801 4.0149 -0.77
C 3.3154 -0.1740 2.9581 -0.06
N 2.9732 1.1111 2.8500 -0.45
C -0.5499 4.5728 1.1978 0.60
C -1.8371 5.0836 1.3079 -0.44
C -2.6119 5.1959 0.1663 -0.34
C -2.0866 4.8067 -1.0575 -0.59
C -0.7885 4.3284 -1.0887 -0.20
N -0.0355 4.2221 0.0098 -0.56
H 1.2475 3.4249 4.5513 0.43
H 2.8015 3.6909 3.7993 0.31
H 1.1333 1.3774 5.6388 0.37
H 1.7950 -1.0226 5.8397 0.39
H 3.2483 -2.0124 4.0583 0.43
H 3.9386 -0.5653 2.1603 0.44
H -2.1841 5.3747 2.2889 0.46
H -3.6225 5.5803 0.2283 0.42
H -2.6655 4.8681 -1.9682 0.41
H -0.3353 4.0068 -2.0190 0.40
C -3.9657 -0.1665 1.2950 -1.31
N -2.5594 -0.0677 1.6273 0.90
C -1.7067 0.9232 1.3703 -0.30
N -0.5027 0.6147 1.8170 0.15
C -0.6871 -0.6239 2.3409 -0.54
N -1.9138 -1.0824 2.2471 -0.97
C -4.2520 -0.7770 -0.0578 1.14
C -5.5846 -0.9101 -0.4339 -0.90
C -5.9210 -1.4343 -1.6718 -0.57
C -4.9235 -1.8377 -2.5440 -1.03
C -3.5913 -1.7113 -2.1655 -0.15
C -3.2490 -1.1781 -0.9269 0.20
C -2.5597 -2.1471 -3.1094 0.67
N -2.6847 -2.3744 -4.3680 -0.54
N -1.4197 -2.7675 -4.8160 -0.46
C -0.6570 -2.7467 -3.7846 0.45
O -1.3024 -2.3608 -2.6576 -0.21
C 0.7672 -3.0709 -3.6947 0.01
C 1.4603 -3.4594 -4.8380 -0.88
C 2.8078 -3.7618 -4.7528 -0.72
C 3.4703 -3.6734 -3.5346 -0.68
C 2.7821 -3.2876 -2.3926 0.91
C 3.4933 -3.1399 -1.0740 -1.48
N 3.8225 -1.7438 -0.7853 1.25
C 2.9827 -0.7348 -0.5740 -0.12
N 3.6573 0.4016 -0.4487 -0.24
C 4.9447 -0.0014 -0.6080 -0.42
N 5.0940 -1.2895 -0.8182 -0.95
C 1.4265 -2.9919 -2.4769 0.14
H -4.3807 0.8417 1.3454 0.41
H -4.4292 -0.7472 2.0918 0.35
H -2.0002 1.8255 0.8551 0.36
H 0.0993 -1.1925 2.8115 0.57
H -6.3703 -0.5973 0.2453 0.44
H -6.9595 -1.5325 -1.9582 0.39
H -5.1621 -2.2518 -3.5138 0.51
H -2.2053 -1.0492 -0.6677 0.27
H 0.9397 -3.5204 -5.7840 0.52
H 3.3487 -4.0634 -5.6397 0.39
H 4.5279 -3.9006 -3.4740 0.44
H 4.4409 -3.6725 -1.0614 0.43
H 2.8778 -3.5117 -0.2542 0.34
H 1.9066 -0.8536 -0.5690 0.10
H 5.7875 0.6685 -0.5645 0.43
H 0.8737 -2.6833 -1.5978 0.61
Cl -0.0550 0.6053 -1.6071 -0.70
```

## Properties
M = 769.416 u
Relative energy (zero: lowest compared OMol25 entry of this formula, charge and spin) = 32.1 kJ/mol
Gap between HOMO and LUMO = 8.43 eV
HOMO level = -8.236 eV
E_LUMO = 0.197 eV